[1]
Below is an isolated molecule of CH2O3 at a distorted geometry, with properties calculated with the ωB97M-V functional and the def2-TZVPD basis.

Positions of all 6 atoms, in Å:
O  -1.108  -0.804  -0.005
C  -0.111  -0.119  0.015
O  1.193  -0.536  -0.006
O  -0.095  1.212  -0.032
H  1.752  0.208  0.092
H  -1.003  1.533  0.160

As for the relative energy (zero: lowest compared OMol25 entry of this formula, charge and spin): 4.38 kcal per mole. For the HOMO-LUMO gap, the calculation gives 0.434 Eh. As for the spin multiplicity: 1. As for the total energy: -7212.356 eV. The HOMO energy comes out at -11.4 eV. The SMILES is O=C(O)O.

[2]
Below is C37H42BrN3O3Se2Ti as an isolated structure at a distorted geometry, with properties calculated with the ωB97M-V functional and the def2-TZVPD basis.

Positions of all 89 atoms, in Å:
Ti  -0.261  0.291  -1.144
C  1.357  -3.848  -0.922
C  0.531  -2.739  -1.063
N  0.965  -1.491  -0.989
C  2.283  -1.284  -1.140
C  3.173  -2.351  -1.277
C  2.708  -3.596  -0.995
C  4.527  -2.029  -1.503
C  4.868  -0.718  -1.777
C  3.947  0.407  -1.624
C  2.657  0.103  -1.291
N  1.590  0.977  -1.145
C  1.750  2.299  -0.954
C  2.871  2.950  -0.475
C  2.914  4.379  -0.347
C  1.857  5.156  -0.668
C  0.669  4.523  -1.104
C  -0.584  5.160  -1.268
C  -1.746  4.491  -1.617
C  -1.589  3.125  -1.820
N  -0.462  2.483  -1.620
C  0.656  3.154  -1.264
H  0.999  -4.853  -0.963
H  -0.549  -2.852  -1.033
H  3.351  -4.473  -0.830
H  5.228  -2.817  -1.641
H  5.859  -0.532  -2.093
H  4.255  1.455  -1.803
H  3.693  2.382  -0.166
H  3.857  4.844  -0.031
H  1.951  6.225  -0.745
H  -0.691  6.248  -1.227
H  -2.709  4.967  -1.836
H  -2.450  2.474  -2.065
C  -2.201  -0.982  6.541
C  -3.251  -1.164  5.486
C  -4.565  -0.501  5.945
C  -3.446  -2.677  5.329
C  -2.794  -0.638  4.015
C  -3.253  -1.289  2.868
C  -2.798  -0.810  1.703
Br  -3.552  -1.557  0.146
C  -1.761  0.147  1.563
O  -1.223  0.332  0.390
C  -1.292  0.821  2.727
C  -1.883  0.377  3.895
C  -0.100  1.814  2.655
C  -0.476  2.896  1.671
C  1.095  0.919  2.127
C  0.286  2.332  4.018
H  -2.560  -1.428  7.482
H  -2.028  0.078  6.865
H  -1.253  -1.376  6.256
H  -4.859  -1.048  6.848
H  -5.353  -0.466  5.171
H  -4.444  0.553  6.145
H  -3.821  -3.036  6.299
H  -2.586  -3.275  4.972
H  -4.310  -2.851  4.606
H  -3.981  -2.041  2.864
H  -1.418  0.786  4.774
H  -0.632  2.491  0.745
H  0.277  3.665  1.643
H  -1.294  3.528  2.103
H  0.947  0.559  1.103
H  1.282  0.158  2.874
H  2.001  1.623  2.074
H  -0.590  2.864  4.431
H  1.095  2.971  3.841
H  0.586  1.500  4.645
O  0.659  -1.430  -7.342
C  -0.294  -1.381  -6.247
C  0.139  -2.103  -4.984
C  1.395  -1.499  -4.346
O  2.513  -1.648  -5.236
C  -0.962  -2.065  -3.939
Se  -1.671  -0.273  -3.225
C  0.331  -3.548  -5.359
Se  1.225  -4.799  -4.032
H  1.550  -1.404  -7.005
H  -1.249  -1.848  -6.668
H  -0.367  -0.285  -5.982
H  1.659  -1.877  -3.345
H  1.249  -0.403  -4.193
H  2.870  -2.494  -5.057
H  -0.690  -2.673  -3.125
H  -1.894  -2.407  -4.504
H  0.884  -3.707  -6.272
H  -0.668  -3.945  -5.520

As for the relative energy (zero: lowest compared OMol25 entry of this formula, charge and spin): 24.79 kcal per mole. For the HOMO-LUMO gap (spin up / spin down), the calculation gives 0.176 / 0.176 Eh. As for the spin multiplicity: 2. As for the total energy: -273517.812 eV. Its total charge is -1. The HOMO energy (spin up / spin down) comes out at -3.2 / -3.2 eV.

[3]
Below is C35H59N4O9PtS4 as an isolated structure at a distorted geometry, with properties calculated with the ωB97M-V functional and the def2-TZVPD basis.

Positions of all 112 atoms, in Å:
Pt  1.081  2.441  1.878
C  -1.423  -0.674  0.465
C  0.124  -0.530  0.419
C  0.553  -0.289  -1.022
O  0.701  0.363  1.318
H  -1.596  -0.979  1.497
H  -1.944  -1.280  -0.276
H  -1.853  0.326  0.417
H  0.470  -1.562  0.471
H  1.641  -0.232  -0.989
H  0.321  0.745  -1.278
H  0.188  -1.020  -1.742
C  -1.640  -6.256  0.664
C  -1.922  -4.744  0.897
C  -3.465  -4.629  1.210
S  -4.261  -5.900  0.202
O  -4.960  -5.346  -0.940
O  -4.806  -6.951  1.106
C  -2.646  -6.522  -0.490
H  -1.810  -6.907  1.521
H  -0.603  -6.459  0.397
H  -1.569  -4.205  0.017
H  -1.475  -4.287  1.779
H  -3.899  -3.737  0.757
H  -3.788  -4.896  2.216
H  -2.298  -5.965  -1.360
H  -2.638  -7.519  -0.929
C  1.610  5.671  -1.500
C  1.068  4.702  -2.595
C  1.565  3.305  -2.322
S  3.088  3.470  -1.206
O  4.270  2.826  -1.807
O  2.595  3.135  0.172
C  3.177  5.317  -1.279
H  1.111  5.607  -0.533
H  1.421  6.716  -1.746
H  1.497  5.113  -3.509
H  0.015  4.971  -2.680
H  2.076  2.844  -3.168
H  0.958  2.611  -1.741
H  3.644  5.618  -2.217
H  3.625  5.713  -0.367
C  5.615  3.825  3.758
C  5.957  2.697  4.615
C  4.919  1.598  4.461
S  4.453  1.562  2.733
O  3.016  1.640  2.477
O  5.260  0.688  1.927
C  5.003  3.326  2.471
H  6.568  4.319  3.568
H  4.974  4.513  4.309
H  6.100  3.165  5.590
H  6.910  2.293  4.271
H  4.046  1.837  5.068
H  5.278  0.596  4.694
H  4.190  3.956  2.112
H  5.732  3.238  1.665
C  -1.616  -0.814  4.009
C  -1.308  -0.804  5.524
C  -0.529  0.436  5.918
S  -1.106  1.806  4.802
O  0.037  2.125  3.958
O  -2.011  2.819  5.328
C  -2.177  0.623  3.760
H  -2.153  -1.674  3.607
H  -0.661  -0.804  3.484
H  -0.765  -1.726  5.733
H  -2.263  -0.806  6.048
H  0.550  0.285  5.954
H  -0.776  0.732  6.937
H  -2.229  0.975  2.730
H  -3.208  0.688  4.105
N  -2.936  -1.239  -4.670
C  -4.059  -0.813  -5.169
C  -4.984  -0.781  -4.186
C  -4.356  -1.082  -3.025
C  -3.111  -1.448  -3.338
H  -2.206  -1.511  -5.312
H  -3.970  -0.886  -6.243
H  -6.011  -0.445  -4.171
H  -4.862  -1.055  -2.071
H  -2.295  -1.971  -2.863
N  0.615  -0.362  -4.517
C  0.916  -0.600  -5.828
C  0.083  0.244  -6.585
C  -0.894  0.699  -5.818
C  -0.515  0.488  -4.513
H  1.144  -0.584  -3.685
H  1.778  -1.238  -5.956
H  0.157  0.353  -7.657
H  -1.765  1.244  -6.152
H  -0.903  0.746  -3.539
N  -2.424  3.628  -0.931
C  -2.865  2.534  -1.709
C  -3.822  2.954  -2.648
C  -4.056  4.301  -2.248
C  -3.076  4.765  -1.382
H  -1.685  3.636  -0.242
H  -2.414  1.554  -1.649
H  -4.454  2.430  -3.349
H  -4.833  4.889  -2.714
H  -2.746  5.692  -0.938
N  2.929  -6.034  0.468
C  1.960  -5.666  1.379
C  1.524  -4.394  1.153
C  2.500  -3.905  0.131
C  3.151  -4.932  -0.330
H  3.435  -6.908  0.464
H  1.659  -6.371  2.141
H  0.849  -3.774  1.725
H  2.630  -2.899  -0.238
H  3.900  -4.982  -1.107

As for the relative energy (zero: lowest compared OMol25 entry of this formula, charge and spin): 133.78 kcal per mole. For the HOMO-LUMO gap (spin up / spin down), the calculation gives 0.251 / 0.064 Eh. As for the spin multiplicity: 3. As for the total energy: -108208.448 eV. Its total charge is +1. The HOMO energy (spin up / spin down) comes out at -9.4 / -8.8 eV.